(1)
The following is a DFT calculation (ωB97M-V/def2-TZVPD) of a molecular structure, C22H23BN9ORbS3.

Structure (XYZ):
```
60
Properties=species:S:1:pos:R:3:forces:R:3
Rb -0.40733 -0.81833 -0.59716 0.02 -0.03 0.04
C -3.34850 2.96913 1.08831 0.04 0.06 -0.03
C -2.72595 2.24646 0.05573 -0.04 -0.07 0.05
N -1.51991 1.83279 0.42005 0.01 0.05 -0.03
N -1.33137 2.28372 1.67251 0.02 0.00 0.01
C -2.40738 2.97192 2.09706 -0.04 -0.06 0.01
B -0.09872 1.92668 2.53659 0.00 0.01 -0.03
N -0.27817 0.55536 3.21179 0.02 -0.02 0.00
C 0.11568 0.23560 4.45979 0.02 -0.01 0.02
C -0.08164 -1.11629 4.64108 -0.02 0.04 0.02
C -0.61611 -1.54596 3.41383 0.05 -0.01 -0.05
N -0.72597 -0.53503 2.56145 -0.04 -0.05 -0.03
N 1.20484 1.95595 1.70868 0.04 0.05 -0.01
C 2.10916 2.95548 1.69331 0.03 -0.05 0.00
C 3.14994 2.58216 0.86855 -0.01 0.02 -0.01
C 2.77491 1.30544 0.41491 0.01 0.01 0.01
N 1.60898 0.93946 0.92438 -0.04 0.02 0.01
H -4.32592 3.42138 1.09431 0.00 0.01 -0.01
H -3.10728 1.99012 -0.92125 0.00 0.00 0.00
H -2.42405 3.40154 3.08544 -0.01 0.00 0.00
H -0.00222 2.76523 3.40912 -0.01 0.00 -0.01
H 0.50969 0.99326 5.11799 0.00 0.00 0.00
H 0.12478 -1.70288 5.52039 0.00 0.00 0.00
H -0.90227 -2.54481 3.11472 -0.01 0.01 0.02
H 1.94922 3.84490 2.28074 0.00 0.00 0.00
H 4.03757 3.14364 0.62798 0.00 0.00 0.00
H 3.29057 0.64280 -0.26451 0.00 0.00 0.00
S -0.19297 -5.32481 -3.02893 0.00 0.12 -0.01
C 0.28901 -3.67172 -2.80850 -0.13 -0.15 -0.08
S -0.50192 -2.42371 -3.69231 0.04 -0.03 0.04
S 1.51066 -3.29680 -1.66310 0.09 0.04 0.06
N -0.92817 -5.45127 0.20909 0.01 0.06 0.04
C -1.64397 -4.63786 0.99905 0.01 -0.02 -0.03
O -1.65465 -4.72413 2.22621 0.02 -0.05 0.00
C -2.48211 -3.58209 0.31814 -0.02 0.06 -0.09
C -3.10128 -2.62746 1.12333 0.11 -0.13 0.02
C -3.83067 -1.61854 0.52915 -0.08 0.03 -0.02
N -3.99776 -1.51177 -0.79116 0.00 0.08 -0.12
C -3.40202 -2.42540 -1.55488 0.04 -0.09 0.02
C -2.63584 -3.47853 -1.05892 -0.07 0.11 0.09
H -0.24792 -6.02084 0.68508 -0.02 -0.01 -0.01
H -0.73654 -5.28379 -0.78815 0.00 -0.01 0.02
H -2.97917 -2.67522 2.19499 -0.01 0.01 0.01
H -4.29576 -0.84616 1.13297 0.02 0.00 0.01
H -3.49434 -2.31228 -2.62849 -0.03 0.01 0.01
H -2.16348 -4.15262 -1.76687 0.04 -0.03 0.03
C 4.60001 2.93047 -3.67632 0.00 0.01 0.00
C 3.28434 2.31693 -3.28025 0.04 -0.03 -0.02
C 2.30518 3.05484 -2.63207 -0.03 0.02 0.02
C 1.12065 2.43048 -2.26793 0.01 0.01 0.00
N 0.85597 1.15656 -2.53189 -0.08 0.05 0.09
C 1.79294 0.43786 -3.15202 0.02 -0.03 -0.05
C 3.01296 0.97788 -3.53454 0.00 -0.01 0.00
H 4.66088 3.97146 -3.35741 0.00 0.00 0.00
H 4.73623 2.89622 -4.75945 0.00 0.00 0.00
H 5.43202 2.38629 -3.22553 0.00 0.00 0.00
H 2.47033 4.09593 -2.38019 -0.01 0.00 0.01
H 0.35699 2.97043 -1.71610 0.00 0.00 0.00
H 1.54222 -0.60518 -3.33658 0.00 0.00 0.00
H 3.74564 0.34513 -4.02219 0.00 0.00 0.00
```
Forces are in eV/Å.

Computed properties:
energy relative to the best compared isomer or geometry (same formula, charge and spin)	20.2	kJ/mol
charge	-2
HOMO-LUMO gap	4.46	eV
HOMO	-0.55	eV

=====

(2)
The following is a DFT calculation (ωB97M-V/def2-TZVPD) of 3 unconnected molecules or ions with the total composition C5H12N2O at a distorted geometry.

Structure (XYZ):
```
20
Properties=species:S:1:pos:R:3:forces:R:3
C -3.26090 -0.37012 0.11340 -1.77 -0.43 -2.08
N -2.49778 0.49053 0.88107 2.47 0.07 -1.01
C -1.12037 0.76764 0.41744 -2.51 1.12 0.03
C -0.22454 -0.34824 0.70939 -0.49 -3.23 0.30
C 3.36804 -0.53205 0.49686 3.70 -3.07 -0.56
C 4.13996 -0.44546 -0.60142 -0.80 -0.61 0.07
N 1.71065 1.20023 -0.81524 0.92 2.32 2.59
O -2.99841 -0.98480 -0.95950 0.09 1.58 2.80
H -4.36693 -0.33845 0.47398 1.72 -0.44 -0.35
H -1.13596 0.98529 -0.66170 0.22 0.03 -0.33
H -0.71064 1.58952 0.97698 -0.31 0.83 0.15
H 0.84416 -0.14971 0.48943 -0.66 0.38 0.00
H -0.43606 -0.57754 1.74773 0.69 -0.28 0.50
H -0.59373 -1.24216 0.16380 0.64 0.33 0.10
H 3.53712 -1.40826 1.18805 -0.28 1.75 -0.12
H 2.06178 2.19848 -0.45332 -1.35 -2.35 -1.64
H 5.04817 -0.99403 -0.83438 -0.35 -0.35 0.07
H 3.65242 0.09339 -1.41496 0.84 0.74 0.06
H 2.74241 0.27648 0.48965 -2.30 0.80 1.05
H 1.44137 1.17939 -1.76414 -0.46 0.80 -1.61
```
Forces are in eV/Å.

Computed properties:
energy relative to the best compared isomer or geometry (same formula, charge and spin)	1050.6	kJ/mol
HOMO-LUMO gap	3.65	eV
HOMO	-8.47	eV

=====

(3)
The following is a DFT calculation (ωB97M-V/def2-TZVPD) of 2 unconnected molecules or ions with the total composition C4H8N2O.

Structure (XYZ):
```
15
Properties=species:S:1:pos:R:3:forces:R:3
C -2.08386 1.29521 0.25754 -0.18 0.11 -0.03
N -0.69410 0.84911 0.27260 0.04 -0.09 0.20
C -0.50354 -0.44101 -0.28956 0.01 -0.22 -0.05
C 2.33344 -0.01551 -0.66258 0.15 -0.24 0.10
O 2.99114 -0.96464 -0.30007 -0.20 0.39 -0.17
C 0.07767 -1.46744 0.30175 0.25 -0.23 0.13
N 0.66634 -2.41137 0.82533 -0.33 0.53 -0.28
H -2.44249 1.31061 -0.77770 0.06 0.00 0.17
H -2.76006 0.65449 0.84389 0.11 0.08 -0.09
H -2.13614 2.31723 0.64320 0.00 -0.15 -0.05
H -0.31603 0.89160 1.21296 -0.04 -0.01 -0.12
H -0.85914 -0.56811 -1.30863 0.04 -0.04 0.13
H 2.00673 0.78111 0.02954 0.08 -0.08 -0.02
H 2.03681 0.12692 -1.71746 0.07 -0.05 0.05
H 1.68324 -2.35820 0.66918 -0.07 0.00 0.03
```
Forces are in eV/Å.

Computed properties:
energy relative to the best compared isomer or geometry (same formula, charge and spin)	350.3	kJ/mol
HOMO-LUMO gap	9.07	eV
HOMO	-8.23	eV
structure (SMILES)	CNC=C=N.C=O

=====

(4)
The following is a DFT calculation (ωB97M-V/def2-TZVPD) of a molecular structure, C3H9ErO3 at a distorted geometry.

Structure (XYZ):
```
16
Properties=species:S:1:pos:R:3:forces:R:3
Er 1.80427 -0.15248 -2.01966 -3.87 -0.31 0.13
O -0.26597 -0.47099 -2.45865 1.21 3.58 -0.08
H -1.10167 0.31773 -2.29052 2.99 -3.00 -0.20
C 1.89920 0.79604 1.23814 0.28 0.14 0.56
O 1.03947 0.17498 0.29538 0.92 -0.23 -1.88
C -0.23684 -0.17599 0.81935 -1.14 0.72 -0.27
C -1.13476 -0.76796 -0.24385 -3.01 0.13 2.23
H 2.83857 1.04149 0.72982 -0.13 0.00 0.12
H 1.43803 1.72231 1.60966 0.18 -0.30 0.00
H 2.10971 0.08664 2.05174 -0.04 0.35 -0.09
H -0.67902 0.74816 1.22432 0.06 -0.37 0.07
H -0.07969 -0.91979 1.61660 -0.20 0.14 -0.20
H -1.97063 -1.24332 0.29759 0.04 0.73 0.27
H -0.68914 -1.72667 -0.56826 -0.13 1.19 -1.68
O -2.08823 0.49447 -0.98145 3.12 -2.33 0.95
H -2.88330 0.07538 -1.32022 -0.26 -0.46 0.08
```
Forces are in eV/Å.

Computed properties:
charge	+1
2S+1	5
HOMO-LUMO gap (alpha / beta)	6.93 / 8.74	eV
HOMO (alpha / beta)	-10.89 / -13.62	eV

=====

(5)
The following is a DFT calculation (ωB97M-V/def2-TZVPD) of C4H10O in the gas phase at a distorted geometry.

Structure (XYZ):
```
15
Properties=species:S:1:pos:R:3:forces:R:3
C -1.76490 0.03588 -0.46585 -0.01 -0.02 -0.46
C -0.81657 -0.25453 0.71453 -0.80 -1.19 0.11
C 0.62102 -0.05419 0.43922 2.06 -0.38 1.04
C 0.88827 1.31480 -0.14148 0.04 0.59 -0.02
H -2.79235 -0.32450 -0.22983 0.75 0.18 -0.32
H -1.40240 -0.40028 -1.44083 -0.39 0.10 1.15
H -1.83063 1.11941 -0.66066 -0.05 -0.32 0.22
H -0.88493 -1.29635 1.04429 -0.46 -0.11 -0.14
H -1.07618 0.31149 1.59609 -0.29 0.47 0.22
H 1.29433 -0.13709 1.37262 -1.39 -0.04 -0.91
H 1.97874 1.45874 0.00526 -0.74 0.64 -0.39
H 0.65270 1.21348 -1.21059 0.19 0.49 0.18
H 0.22711 2.15624 0.32183 1.39 -1.57 -0.68
H 1.22917 -1.98953 -0.09427 -0.49 2.87 -0.70
O 1.12968 -1.04542 -0.49780 0.20 -1.71 0.70
```
Forces are in eV/Å.

Computed properties:
energy relative to the best compared isomer or geometry (same formula, charge and spin)	70.4	kJ/mol
HOMO-LUMO gap	11.14	eV
HOMO	-10.24	eV
structure (SMILES)	CC[C@H](C)O

=====

(6)
The following is a DFT calculation (ωB97M-V/def2-TZVPD) of 3 unconnected molecules or ions with the total composition C3H12O2S2 at a distorted geometry.

Structure (XYZ):
```
19
Properties=species:S:1:pos:R:3:forces:R:3
C -0.08386 -0.03273 1.06559 -0.59 -2.53 -1.34
C -1.11095 -1.18535 1.31347 0.05 1.48 1.72
C 1.23545 -0.66262 0.59414 0.35 1.07 -1.27
S 1.29203 -0.81963 -1.27465 0.04 0.72 0.35
S 1.50639 1.22361 -1.77275 0.06 -0.82 0.02
H -0.05847 0.55573 1.97159 0.41 0.35 -0.02
H -0.42904 0.51131 0.18950 -0.06 0.69 0.39
H -0.88984 -1.50538 2.33876 0.00 -0.61 -0.23
H -2.09151 -0.71686 1.44215 -0.15 -0.31 -0.44
H -1.14308 -2.03673 0.64618 0.16 0.14 -0.34
H 1.47393 -1.69062 0.85691 -0.18 0.04 0.61
H 2.09352 -0.00925 0.75444 0.06 -0.23 0.47
H 0.41118 1.32637 -2.53530 -0.14 0.02 0.10
H 2.63020 0.56099 3.72873 -0.35 -0.25 -0.58
H 3.03643 1.36250 4.85353 0.17 0.54 0.65
O 2.35304 1.35650 4.18661 0.17 -0.31 -0.10
H -2.93942 -0.01892 -5.99832 0.47 -0.97 0.62
H -3.98760 1.06739 -5.89648 -0.03 0.01 0.03
O -3.29839 0.71371 -6.46410 -0.43 0.96 -0.64
```
Forces are in eV/Å.

Computed properties:
energy relative to the best compared isomer or geometry (same formula, charge and spin)	107.0	kJ/mol
HOMO-LUMO gap	9.21	eV
HOMO	-8.77	eV
structure (SMILES)	CCCSS.O.O

=====

no.,total energy (a.u.)
1,-2663.92247
2,-382.10239
3,-341.87023
4,-1360.08908
5,-233.61815
6,-1068.32345